The following is a quantum chemistry calculation of the ion CH7N4S with charge +1 at a distorted geometry, from the Open Molecules 2025 dataset.

```
13
Properties=species:S:1:pos:R:3:nbo_charge:R:1
S 2.072 -2.549 0.141 0.225
N 1.341 -0.191 -1.049 -0.893
N -0.467 -1.372 0.142 -0.514
N -1.231 0.713 1.219 -0.637
N -0.955 -0.043 0.068 -0.247
C 1.147 -1.356 -0.344 0.119
H 1.116 -0.263 -2.041 0.431
H -0.433 0.787 1.842 0.391
H -1.798 -0.010 -0.534 0.429
H 2.306 0.128 -0.959 0.443
H -0.599 -1.882 1.004 0.412
H -0.125 0.415 -0.482 0.449
H -2.054 0.390 1.720 0.394
```

Output
Charge: +1
Energy relative to the best compared isomer or geometry (same formula, charge and spin), kJ/mol: 205.0
Structure (SMILES): N[NH2+]NC(N)=S
Orbital gap, Eh: 0.33945
DFT total energy, eV: -17936.6918

***

The following is a quantum chemistry calculation of a cluster of 2 separate species, CH7N4S in total at a distorted geometry, from the Open Molecules 2025 dataset.

```
13
Properties=species:S:1:pos:R:3:mulliken_spin:R:1
S 2.049 0.393 1.135 0.076
N -0.395 -0.912 -0.573 0.607
N 0.688 1.939 -0.511 0.000
N -0.290 -1.839 0.345 0.184
N -1.541 -0.295 -0.669 0.209
C 0.816 0.775 0.095 0.815
H -1.988 -0.026 0.232 0.032
H -1.524 0.438 -1.386 0.006
H -0.091 2.027 -1.141 0.004
H 0.354 -2.532 0.304 0.004
H -0.931 -1.872 1.235 0.010
H 1.262 2.789 -0.383 0.032
H 1.591 -0.887 1.317 0.021
```

Output
Charge: +1
Energy relative to the best compared isomer or geometry (same formula, charge and spin), kJ/mol: 401.5
2S+1: 3
Orbital gap (spin up / spin down), Eh: 0.23559 / 0.29731
DFT total energy, eV: -17933.3884

***

The following is a quantum chemistry calculation of a cluster of 2 separate species, CH7N5 in total, from the Open Molecules 2025 dataset.

```
13
Properties=species:S:1:pos:R:3:nbo_charge:R:1
N -2.257 0.140 0.109 -0.615
N -1.099 -0.211 -0.500 0.019
N 0.491 -1.650 -0.532 -0.443
N -0.544 -1.237 0.138 -0.128
N 0.241 1.145 0.126 -0.482
C 1.494 0.739 -0.252 -0.427
H 0.110 0.946 1.123 0.326
H 2.269 0.721 0.521 0.205
H 1.357 -0.470 -0.512 0.268
H 1.826 1.152 -1.204 0.206
H -2.273 0.021 1.120 0.349
H -2.550 1.054 -0.205 0.380
H 0.935 -2.350 0.070 0.343
```

Output
Energy relative to the best compared isomer or geometry (same formula, charge and spin), kJ/mol: 361.5
Orbital gap, Eh: 0.32958
DFT total energy, eV: -8595.7316

***

The following is a quantum chemistry calculation of the ion CH7N5 with charge +2 at a distorted geometry, from the Open Molecules 2025 dataset.

```
13
Properties=species:S:1:pos:R:3:nbo_charge:R:1
N 0.658 -0.963 0.045 -0.036
N 1.209 -2.145 0.162 -0.442
N -1.244 1.558 0.032 -0.059
N 0.932 0.255 0.515 -0.301
N -1.876 1.291 -1.028 -0.365
C 0.108 1.311 0.496 0.197
H -1.580 1.007 -1.989 0.432
H -0.286 -1.022 -0.454 0.433
H 1.801 0.262 1.145 0.489
H -2.854 1.485 -0.954 0.444
H 0.622 -2.904 0.181 0.444
H 2.175 -2.225 0.532 0.452
H 0.335 2.090 1.318 0.311
```

Output
Charge: +2
Energy relative to the best compared isomer or geometry (same formula, charge and spin), kJ/mol: 216.3
Orbital gap (spin up / spin down), Eh: 0.30620 / 0.26741
DFT total energy, eV: -8576.6778